Entry 1:
{"formula": "C24H21Cl2CsN5O3", "method": "ωB97M-V/def2-TZVPD", "elements": ["Cs", "Cl", "C", "C", "C", "N", "C", "O", "C", "C", "C", "C", "C", "N", "C", "C", "C", "Cl", "N", "C", "O", "C", "C", "C", "C", "C", "N", "H", "H", "H", "H", "H", "H", "H", "H", "H", "H", "O", "C", "C", "C", "C", "C", "C", "N", "H", "H", "H", "H", "H", "H", "H", "H", "H", "H", "H"], "positions_angstrom": [[-1.62200, -1.80892, 0.64014], [-0.75817, 4.72841, -3.41353], [-0.95967, 3.03075, -3.04838], [-1.33645, 2.65792, -1.77740], [-1.49644, 1.31921, -1.38742], [-1.74236, 0.99822, -0.03299], [-2.38682, 1.87008, 0.73273], [-3.03346, 2.89146, 0.43271], [-2.28267, 1.62213, 2.24736], [-2.39752, 2.74846, 3.06815], [-2.26187, 2.61437, 4.43368], [-2.04297, 1.34660, 4.96105], [-1.97209, 0.28649, 4.07939], [-2.07769, 0.40380, 2.75317], [-1.29223, 0.31174, -2.37255], [-0.93455, 0.72972, -3.66267], [-0.75431, 2.05047, -4.00573], [-0.27777, 2.45055, -5.63918], [-1.32788, -1.06738, -2.06593], [-1.69499, -1.91680, -3.01783], [-2.25027, -1.70748, -4.11264], [-1.34706, -3.39462, -2.77071], [-1.10337, -4.16227, -3.91425], [-0.76255, -5.49098, -3.78666], [-0.70396, -6.04315, -2.51198], [-0.98373, -5.21967, -1.44108], [-1.28666, -3.92213, -1.54396], [-1.52010, 3.43142, -1.04833], [-2.59573, 3.69739, 2.59179], [-2.32917, 3.47984, 5.08214], [-1.93451, 1.18051, 6.02473], [-1.81368, -0.72009, 4.45728], [-0.79651, -0.02074, -4.42559], [-1.20162, -3.67811, -4.87461], [-0.55178, -6.09352, -4.66216], [-0.45267, -7.08309, -2.35058], [-0.95832, -5.62228, -0.43197], [1.33170, -1.85902, 1.67145], [1.99490, -0.83164, 1.57851], [1.33226, 0.50802, 1.34272], [2.08634, 1.49032, 0.44962], [3.12759, 2.31841, 1.19756], [3.96467, 1.48206, 2.16632], [4.37034, 0.13105, 1.59101], [3.34961, -0.90245, 1.72316], [1.12240, 0.95381, 2.32206], [0.36035, 0.30426, 0.89898], [1.35590, 2.14815, -0.02438], [2.55663, 0.94115, -0.37157], [2.62877, 3.11789, 1.75217], [3.78597, 2.81020, 0.47590], [3.41938, 1.30559, 3.09724], [4.86930, 2.03098, 2.43848], [5.24009, -0.24737, 2.13025], [4.67595, 0.25388, 0.54527], [3.67147, -1.85359, 1.80906]], "forces_ev_per_angstrom": [[-0.1, -0.5, 0.6], [0.0, -0.1, 0.0], [0.0, 0.0, -0.1], [0.1, 0.0, 0.1], [-0.1, 0.0, 0.1], [0.1, 0.2, -0.2], [0.0, -0.1, 0.0], [0.0, 0.0, 0.0], [0.0, 0.0, -0.2], [0.0, 0.0, 0.0], [0.0, 0.0, 0.0], [0.0, 0.1, 0.0], [0.0, -0.1, -0.1], [0.0, 0.2, 0.1], [-0.1, -0.1, 0.0], [0.1, -0.1, 0.0], [0.0, 0.1, 0.0], [0.0, 0.0, 0.1], [0.1, 0.3, -0.3], [0.0, 0.0, 0.1], [0.0, 0.0, 0.0], [-0.1, 0.1, 0.1], [0.0, 0.0, 0.0], [0.0, 0.0, 0.1], [0.0, 0.0, -0.1], [0.0, 0.1, 0.2], [0.0, -0.1, -0.3], [0.0, 0.0, 0.0], [0.0, 0.0, 0.0], [0.0, 0.0, 0.0], [0.0, 0.0, 0.0], [0.0, 0.0, 0.0], [0.0, 0.0, 0.0], [0.0, 0.0, 0.0], [0.0, 0.0, 0.0], [0.0, 0.0, 0.0], [0.0, 0.0, 0.0], [0.0, 0.0, 0.0], [0.0, 0.1, 0.0], [0.0, 0.0, 0.0], [0.0, 0.0, 0.0], [0.0, 0.0, 0.0], [0.0, 0.0, 0.0], [0.0, -0.1, 0.0], [-0.1, 0.0, -0.1], [0.0, 0.0, 0.0], [-0.1, 0.0, 0.0], [0.0, 0.0, 0.0], [0.0, 0.0, 0.0], [0.0, 0.0, 0.0], [0.0, 0.0, 0.0], [0.0, 0.0, 0.0], [0.0, 0.0, 0.0], [0.0, 0.0, 0.0], [0.0, 0.0, 0.0], [0.0, 0.0, 0.0]], "orbital_gap_ev": 5.53, "charge": -1}

Entry 2:
{"formula": "C8H14BrN2O2Tc", "method": "ωB97M-V/def2-TZVPD", "elements": ["C", "Tc", "N", "N", "H", "H", "H", "H", "H", "H", "H", "H", "H", "H", "Br", "C", "C", "C", "C", "C", "C", "C", "O", "O", "H", "H", "H", "H"], "positions_angstrom": [[2.53095, -0.48556, -0.45591], [0.62057, -0.49877, 0.27281], [-1.72750, 0.01780, 0.75683], [-0.22550, -1.09560, -1.56899], [-2.01549, 0.80471, 0.17317], [1.53508, -1.76574, 0.53122], [3.29059, -0.28470, 0.30878], [2.58799, 0.29023, -1.29797], [2.88788, -1.36746, -0.91336], [-0.70159, -0.27526, -1.97300], [-0.95274, -1.79737, -1.39455], [0.34822, -1.49315, -2.33241], [-2.42563, -0.70430, 0.60839], [-1.88844, 0.34376, 1.71239], [1.18322, 0.72669, 2.45512], [-0.05324, 2.40199, 2.25979], [-0.76796, 2.84209, 3.35609], [-1.55091, 4.00694, 3.27215], [-1.54178, 4.75076, 2.08480], [-0.82122, 4.30415, 0.98276], [-0.13544, 3.06861, 1.05243], [0.63933, 2.57685, -0.14152], [1.33091, 3.29302, -0.80948], [0.46097, 1.30041, -0.47189], [-0.72535, 2.26326, 4.27379], [-2.12154, 4.33272, 4.13794], [-2.11540, 5.68027, 2.02611], [-0.76390, 4.89267, 0.06182]], "forces_ev_per_angstrom": [[0.9, 1.8, -1.6], [-0.4, 0.2, 0.1], [-0.3, -0.1, 0.2], [-0.5, -0.7, -1.0], [0.3, -0.1, 0.0], [-0.2, -1.1, 0.9], [-0.3, 0.3, 0.0], [-0.2, -0.6, 1.4], [0.2, -1.3, -0.4], [0.4, -0.2, 0.2], [0.2, 0.1, -0.1], [-0.1, 0.3, 0.6], [-0.1, -0.1, 0.1], [0.2, -0.1, -0.1], [-1.0, 1.4, 0.4], [-0.2, -0.2, -0.1], [-0.1, -0.4, 0.7], [0.6, -0.3, -0.6], [-0.2, 0.0, 0.3], [0.1, -0.6, 0.2], [0.9, 0.3, -0.4], [0.3, -0.4, -1.1], [0.0, 0.6, 0.2], [-0.8, 1.9, 0.0], [0.0, 0.2, 0.0], [0.1, -0.1, -0.2], [0.3, -0.3, 0.0], [0.0, -0.4, 0.3]], "orbital_gap_ev": [8.83, 7.89], "charge": 1, "multiplicity": 4}